DFT (ωB97M-V/def2-TZVPD) results for a 6-piece molecular cluster, C26H32ClF7O19 overall.

## Properties
Gap between HOMO and LUMO in eV: 10.187
HOMO in Eh: -0.383
Strongest force on any atom in eV/Å: 0.692

```
! wB97M-V def2-TZVPD RIJCOSX def2/J DEFGRID3
* xyz 0 1
O 6.0574 2.3219 1.1231
C 7.0536 2.8058 0.7230
Cl 8.4337 3.0212 1.7924
C 7.2500 3.2503 -0.7108
O 6.9527 4.6328 -0.8782
C 8.0396 5.4253 -0.9813
O 8.6797 5.5754 -1.9698
O 8.2407 6.0493 0.1994
C 9.2872 6.9687 0.2910
F 9.1713 7.9558 -0.6153
F 9.1398 7.5161 1.5077
C 10.7184 6.3031 0.2080
F 10.6025 4.9715 -0.0027
F 11.3395 6.4817 1.3986
C 11.6737 6.9059 -0.8652
F 12.7981 6.1773 -0.8650
F 11.1645 6.9065 -2.0882
F 11.9859 8.1598 -0.5118
H 8.2551 2.9977 -1.0457
H 6.5429 2.6898 -1.3154
C 1.5881 3.2549 0.9405
C 1.7725 1.8486 1.4530
C 2.8558 1.0420 0.7765
O 2.3780 -0.3048 0.9599
C 1.0326 -0.2493 1.0409
O 0.3080 -1.1920 1.0035
O 0.6158 1.0308 1.1691
H 0.5954 3.6243 1.1947
H 2.3318 3.9170 1.3827
H 1.6904 3.2921 -0.1447
H 1.9091 1.8502 2.5383
H 3.8377 1.1643 1.2230
H 2.9104 1.2447 -0.2933
C -2.6906 -1.2346 0.3269
C -3.7773 -1.7246 -0.5963
C -3.4933 -3.0262 -1.3057
O -4.2922 -2.9042 -2.4944
C -4.4049 -1.5806 -2.7704
O -4.8413 -1.1401 -3.7832
O -3.9534 -0.8436 -1.7328
H -2.7936 -0.1636 0.4978
H -2.7497 -1.7487 1.2851
H -1.7066 -1.4063 -0.0934
H -4.7371 -1.7731 -0.0736
H -3.7881 -3.9017 -0.7339
H -2.4462 -3.1177 -1.6021
C -7.6035 -7.1868 1.5061
C -6.9046 -5.8744 1.2639
C -5.4053 -5.9320 1.0821
O -4.9994 -4.6267 1.5282
C -5.9173 -4.2009 2.4323
O -5.7882 -3.2478 3.1264
O -6.9963 -5.0150 2.4237
H -8.5608 -7.0149 1.9917
H -7.7758 -7.7100 0.5665
H -7.0206 -7.8346 2.1620
H -7.3715 -5.3411 0.4311
H -5.0946 -6.0958 0.0532
H -4.9378 -6.6766 1.7295
C -11.4235 -3.4505 2.4844
C -11.5371 -4.6328 3.4138
C -10.6351 -4.6099 4.6278
O -10.4713 -6.0095 4.9032
C -10.6079 -6.6733 3.7336
O -10.3226 -7.8132 3.5633
O -11.0866 -5.8463 2.7739
H -11.8013 -3.7081 1.4961
H -11.9992 -2.6099 2.8696
H -10.3847 -3.1371 2.3719
H -12.5780 -4.7904 3.7097
H -11.0639 -4.1024 5.4875
H -9.6534 -4.1874 4.4025
C 6.2018 3.9668 -5.0887
C 5.6009 2.6665 -4.6152
C 4.6248 1.9989 -5.5577
O 3.7959 1.2563 -4.6508
C 3.8019 1.9053 -3.4677
O 3.0802 1.6685 -2.5559
O 4.7529 2.8725 -3.4628
H 6.5768 4.5425 -4.2430
H 7.0282 3.7748 -5.7717
H 5.4603 4.5782 -5.6040
H 6.3895 1.9681 -4.3193
H 5.0908 1.3310 -6.2767
H 3.9990 2.7241 -6.0818
*
```

Atom charges from the Löwdin analysis, given in e for atoms 1 to 5: atom 1 (O): 0.090, atom 2 (C): -0.757, atom 3 (Cl): 0.731, atom 4 (C): -0.129, atom 5 (O): 0.060

=====

DFT (ωB97M-V/def2-TZVPD) results for the molecule CH3O2PS at a distorted geometry.

## Properties
Gap between HOMO and LUMO (spin up / spin down) in eV: 6.510 / 8.610
HOMO (spin up / spin down) in Eh: -0.292 / -0.342
Strongest force on any atom in eV/Å: 2.067

```
! wB97M-V def2-TZVPD RIJCOSX def2/J DEFGRID3
* xyz 0 1
C -0.3925 0.9569 -0.2187
O 1.8786 -1.2900 0.3080
O 0.7533 1.1358 0.4616
P -1.5873 -0.2957 0.2372
S 1.9494 -0.0086 -0.3654
H -0.5743 1.6123 -1.0647
H -1.1789 -1.2978 -0.6537
H -0.8483 -0.8129 1.2958
*
```

Atom charges from the natural (NBO) analysis, given in e for atoms 1 to 5: atom 1 (C): -0.125, atom 2 (O): -0.786, atom 3 (O): -0.687, atom 4 (P): 0.275, atom 5 (S): 1.156

=====

DFT (ωB97M-V/def2-TZVPD) results for C33H43N7Pd as an isolated structure.

## Properties
Gap between HOMO and LUMO (spin up / spin down) in eV: 7.135 / 6.614
HOMO (spin up / spin down) in Eh: -0.486 / -0.532
Strongest force on any atom in eV/Å: 0.457

```
! wB97M-V def2-TZVPD RIJCOSX def2/J DEFGRID3
* xyz 2 5
Pd -1.1673 0.3183 -0.0316
N -4.8416 -1.9627 -1.6095
C -3.5984 -2.1072 -1.1508
N -3.0864 -0.9158 -0.8907
C -4.1038 -0.0678 -1.2109
N -5.1827 -0.6645 -1.6577
C -3.9731 1.3860 -1.0619
C -5.0055 2.2658 -1.3678
N -4.8630 3.5755 -1.2339
C -3.6901 4.0133 -0.7952
C -2.6470 3.1498 -0.4878
N -2.7921 1.8332 -0.6203
H -5.5012 -2.6708 -1.8985
H -3.1171 -3.0615 -1.0245
H -5.9570 1.8935 -1.7245
H -3.5675 5.0827 -0.6869
H -1.6907 3.5153 -0.1379
C 3.7430 0.9138 3.8822
C 2.4629 0.7797 3.0613
C 1.6764 2.0995 3.0670
C 1.5228 -0.3192 3.5287
C 1.6114 -0.7550 4.8325
C 0.5813 -1.4700 5.4315
C -0.6043 -1.6814 4.7397
C -0.7625 -1.2889 3.4260
C -2.0968 -1.5912 2.7839
C -2.8397 -0.3123 2.3915
C -2.0023 -2.6510 1.6863
C 0.3655 -0.7056 2.7430
N 0.3219 -0.5491 1.3985
C 1.5606 -0.6643 0.6828
C 1.4693 -1.1415 -0.7661
C 1.8665 -2.2693 -1.5361
C 1.1153 -2.2583 -2.6799
C 0.3098 -1.0728 -2.7151
N 0.4524 -0.4715 -1.5382
C -0.3997 -0.5104 -3.9109
C -1.4226 -1.5351 -4.4219
C -1.0866 0.8115 -3.5887
C 0.6790 -0.2798 -4.9874
H 4.4091 1.6266 3.3956
H 4.2761 -0.0325 3.9790
H 3.5473 1.3017 4.8814
H 2.7691 0.6005 2.0381
H 1.2866 2.3051 4.0645
H 0.8331 2.0733 2.3709
H 2.3246 2.9305 2.7854
H 2.4752 -0.4961 5.4251
H 0.6799 -1.8065 6.4536
H -1.4245 -2.1813 5.2363
H -2.6988 -2.0415 3.5784
H -2.2213 0.2850 1.6925
H -3.0192 0.3325 3.2504
H -3.7847 -0.5250 1.8928
H -1.4818 -2.2882 0.7964
H -3.0026 -2.9784 1.4023
H -1.4616 -3.5216 2.0574
H 2.3670 -1.1925 1.1844
H 2.5945 -3.0097 -1.2489
H 1.1475 -2.9914 -3.4674
H -2.2632 -1.6240 -3.7330
H -0.9828 -2.5202 -4.5666
H -1.8080 -1.2033 -5.3854
H -1.8475 0.6904 -2.8169
H -1.5817 1.1822 -4.4858
H -0.3752 1.5734 -3.2637
H 1.1352 -1.2140 -5.3111
H 1.4646 0.3847 -4.6271
H 0.2138 0.1847 -5.8563
C 3.4654 2.3052 -0.0885
C 3.3544 0.8821 -0.6544
C 3.4659 0.9371 -2.1809
C 4.4501 -0.0140 -0.0825
C 1.9770 0.3471 -0.3172
C 0.7036 0.8719 -0.9177
H 4.3954 2.7535 -0.4379
H 3.4824 2.3131 0.9998
H 2.6437 2.9368 -0.4289
H 4.4254 1.3668 -2.4651
H 2.6844 1.5644 -2.6128
H 3.4038 -0.0599 -2.6213
H 5.4237 0.3685 -0.3842
H 4.3774 -1.0360 -0.4590
H 4.4375 -0.0421 1.0079
*
```

Atom charges from the Löwdin analysis, given in e for atoms 1 to 5: atom 1 (Pd): 0.961, atom 2 (N): 0.066, atom 3 (C): -0.147, atom 4 (N): 0.075, atom 5 (C): -0.329

=====

DFT (ωB97M-V/def2-TZVPD) results for a 2-piece molecular cluster, C6H15N2 overall at a distorted geometry.

## Properties
Gap between HOMO and LUMO in eV: 3.805
HOMO in Eh: -0.423
Strongest force on any atom in eV/Å: 4.761

```
! wB97M-V def2-TZVPD RIJCOSX def2/J DEFGRID3
* xyz 1 1
C -2.4662 -0.3381 -1.5485
C -1.9302 0.7260 -0.5915
C -0.4187 1.0563 -0.3767
C 0.2344 0.1837 0.8718
N 3.8109 -0.4314 -0.3686
C 2.4725 -0.1993 -0.2834
C 1.6651 -0.2272 0.8522
N -2.5518 -0.5563 1.5195
H -1.7869 -0.6823 -2.2971
H -3.3000 0.1043 -2.0542
H -2.7824 -1.1448 -0.9163
H -2.5147 1.6101 -0.7036
H -0.3437 2.1771 -0.3382
H 0.1474 0.8457 -1.3564
H -0.1937 0.6237 1.8156
H -0.4329 -0.7085 0.7239
H 4.4302 -0.8070 0.3422
H 4.2721 -0.1564 -1.2158
H 2.0776 0.1469 -1.2734
H 2.1606 -0.5791 1.7738
H -2.1530 -1.4480 1.6572
H -2.2547 0.2500 0.4229
H -3.4811 -0.5273 1.8182
*
```

Atom charges from the natural (NBO) analysis, given in e for atoms 1 to 5: atom 1 (C): -0.642, atom 2 (C): -0.123, atom 3 (C): -0.426, atom 4 (C): -0.388, atom 5 (N): -0.732

=====

DFT (ωB97M-V/def2-TZVPD) results for the molecule C4H12N2OS at a distorted geometry.

## Properties
Gap between HOMO and LUMO in eV: 8.911
HOMO in Eh: -0.298
Strongest force on any atom in eV/Å: 4.717

```
! wB97M-V def2-TZVPD RIJCOSX def2/J DEFGRID3
* xyz 0 1
N 0.8908 2.1192 -0.8740
C 1.2547 0.7482 -0.6037
C 0.0440 -0.1118 -0.0886
C -0.6998 -0.6834 -1.3480
S -1.7685 0.7076 -1.9458
N 0.3773 -1.3229 0.6418
C -0.3499 -1.3877 1.8875
O -0.0365 -0.2044 2.6163
H 0.9871 2.2443 -1.7979
H 1.3542 2.8970 -0.4045
H 1.6979 0.2315 -1.5000
H 2.0924 0.6740 0.1321
H -0.7326 0.5694 0.4088
H -0.1438 -0.6838 -2.3452
H -1.1315 -1.7334 -1.1285
H -2.6947 0.8755 -1.0315
H 1.1911 -1.7513 0.5039
H -0.0975 -2.0848 2.6317
H -1.4013 -1.4796 1.5441
H -0.8335 0.3765 2.7016
*
```

Atom charges from the natural (NBO) analysis, given in e for atoms 1 to 5: atom 1 (N): -0.838, atom 2 (C): -0.227, atom 3 (C): -0.082, atom 4 (C): -0.508, atom 5 (S): -0.072

=====

DFT (ωB97M-V/def2-TZVPD) results for the molecule C11H11N3 at a distorted geometry.

## Properties
Gap between HOMO and LUMO in eV: 8.736
HOMO in Eh: -0.340
Strongest force on any atom in eV/Å: 2.192

```
! wB97M-V def2-TZVPD RIJCOSX def2/J DEFGRID3
* xyz 0 1
C -4.0780 1.2643 2.0284
C -4.4049 0.0954 1.3488
N -3.4829 -0.6891 0.7990
C -2.1660 -0.3547 0.9231
N -1.2487 -1.1316 0.2662
C 0.0205 -0.7378 0.3677
C 0.4366 0.3784 1.1429
N -0.4623 1.1877 1.7243
C -1.7604 0.8261 1.6445
C -2.7489 1.6362 2.2121
C 1.9071 0.8251 1.2276
C 2.8662 -0.2944 0.8507
C 2.4168 -0.8942 -0.4881
C 1.0461 -1.5842 -0.3541
H -4.8126 1.9483 2.4220
H -5.4677 -0.1717 1.3123
H -2.4667 2.5528 2.7158
H 2.1130 1.1777 2.2379
H 1.9809 1.6398 0.5389
H 3.9038 0.0913 0.8364
H 2.8678 -1.0519 1.6177
H 3.1551 -1.6177 -0.8522
H 2.3434 -0.1283 -1.2532
H 1.1766 -2.5600 0.1658
H 0.7049 -1.8055 -1.3721
*
```

Atom charges from the natural (NBO) analysis, given in e for atoms 1 to 5: atom 1 (C): -0.258, atom 2 (C): 0.052, atom 3 (N): -0.393, atom 4 (C): 0.294, atom 5 (N): -0.352